68
Properties=species:S:1:pos:R:3 method="wB97M-V/def2-TZVPD" e_homo_ha="-0.27541 / -0.30648" s_squared=6.024 lumo_energy_ev="0.35 / 0.15" energy_ha=-3152.637349 spin_multiplicity=5 homo_lumo_gap_ev="7.8 / 8.5" charge=0
Cr -0.097 -1.005 0.068
F 0.676 0.317 5.263
C -0.041 -0.386 4.351
C 0.142 -0.120 3.010
C -0.521 -0.852 2.023
C -1.435 -1.843 2.481
C -1.613 -2.069 3.843
F -2.463 -3.034 4.278
C -0.911 -1.365 4.803
C -2.097 -2.571 1.406
C -3.259 -3.332 1.509
C -3.769 -3.958 0.384
C -3.107 -3.792 -0.829
C -1.982 -2.996 -0.868
N -1.474 -2.393 0.212
H 0.816 0.679 2.730
H -1.043 -1.567 5.853
H -3.769 -3.425 2.454
H -4.661 -4.565 0.447
H -3.456 -4.271 -1.731
H -1.435 -2.857 -1.789
N 2.863 -0.836 0.200
C 3.338 -2.057 -0.450
C 2.324 -3.178 -0.261
C 1.133 -3.052 -1.247
O 0.627 -4.068 -1.692
O 0.760 -1.864 -1.526
H 3.474 -0.067 -0.053
H 2.919 -0.960 1.208
H 4.315 -2.376 -0.048
H 3.453 -1.851 -1.518
H 1.926 -3.131 0.761
H 2.781 -4.157 -0.406
N -0.764 2.219 -0.156
P 0.600 1.190 -0.391
C 0.815 1.343 -2.196
C -0.284 1.404 -3.046
C -0.094 1.515 -4.411
C 1.189 1.545 -4.933
C 2.285 1.435 -4.094
C 2.100 1.325 -2.729
C 1.826 2.447 0.128
C 1.861 3.675 -0.528
C 2.740 4.658 -0.114
C 3.602 4.417 0.945
C 3.575 3.197 1.598
C 2.688 2.216 1.191
C -2.013 1.649 -0.053
C -3.059 2.291 0.606
C -4.318 1.725 0.571
C -4.487 0.526 -0.116
C -3.392 -0.048 -0.727
N -2.165 0.476 -0.684
H -0.615 3.032 0.432
H -1.281 1.361 -2.633
H -0.949 1.586 -5.069
H 1.336 1.654 -5.996
H 3.286 1.441 -4.499
H 2.947 1.241 -2.061
H 1.198 3.851 -1.364
H 2.746 5.616 -0.614
H 4.286 5.188 1.263
H 4.238 3.014 2.430
H 2.661 1.268 1.706
H -2.878 3.222 1.120
H -5.152 2.215 1.052
H -5.456 0.064 -0.186
H -3.485 -0.958 -1.304

***

72
Properties=species:S:1:pos:R:3 method="wB97M-V/def2-TZVPD" e_homo_ha="-0.38211 / -0.38211" relative_energy_kj_mol=0.00 s_squared=3.812 lumo_energy_ev="-3.23 / -3.70" energy_ha=-4332.058230 spin_multiplicity=4 homo_lumo_gap_ev="7.2 / 6.7" charge=+1
Cr 0.514 -0.648 -0.549
N -2.407 -0.528 2.579
C -1.684 -0.803 1.492
S -1.406 0.498 0.336
N -1.261 -2.041 1.332
N -0.550 -2.125 0.180
C -0.444 -3.222 -0.465
C 0.075 -3.086 -1.838
C 0.257 -4.131 -2.711
C 0.633 -3.847 -4.019
C 0.799 -2.532 -4.408
C 0.618 -1.531 -3.469
N 0.267 -1.801 -2.216
H -2.844 0.370 2.678
H -2.596 -1.253 3.250
H -0.828 -4.152 -0.061
H 0.105 -5.148 -2.374
H 0.791 -4.651 -4.725
H 1.077 -2.278 -5.421
H 0.754 -0.487 -3.716
O 2.263 -1.756 -0.420
S 3.117 -0.722 -1.093
O 3.952 -1.195 -2.142
O 2.124 0.342 -1.483
C 4.056 -0.049 0.218
C 5.430 -0.196 0.225
C 6.144 0.274 1.316
C 5.474 0.851 2.383
C 4.089 0.980 2.369
C 3.352 0.544 1.277
P 1.523 0.768 1.161
C 1.397 2.532 0.711
C 0.795 2.925 -0.482
C 0.754 4.263 -0.842
C 1.312 5.222 -0.010
C 1.906 4.842 1.185
C 1.950 3.504 1.543
C 0.981 0.668 2.889
C 0.067 1.577 3.416
C -0.367 1.442 4.728
C 0.106 0.400 5.515
C 0.992 -0.529 4.982
C 1.418 -0.404 3.670
H 5.918 -0.677 -0.613
H 7.222 0.181 1.336
H 6.030 1.200 3.243
H 3.587 1.415 3.223
H 0.366 2.187 -1.147
H 0.287 4.557 -1.773
H 1.285 6.267 -0.293
H 2.336 5.588 1.841
H 2.411 3.220 2.480
H -0.294 2.395 2.805
H -1.069 2.157 5.139
H -0.210 0.314 6.547
H 1.353 -1.347 5.591
H 2.099 -1.137 3.250
N -7.296 0.587 -2.880
C -6.822 -0.645 -2.641
S -7.832 -1.926 -2.435
C -5.324 -0.776 -2.565
C -4.457 0.295 -2.760
C -3.092 0.093 -2.645
N -2.542 -1.083 -2.355
C -3.378 -2.110 -2.195
C -4.755 -2.008 -2.285
H -8.293 0.706 -2.941
H -6.709 1.389 -3.008
H -4.805 1.290 -3.001
H -2.407 0.923 -2.787
H -2.922 -3.073 -1.982
H -5.391 -2.871 -2.141

***

71
Properties=species:S:1:pos:R:3 method="wB97M-V/def2-TZVPD" e_homo_ha="-0.27539 / -0.32023" relative_energy_kj_mol=71.17 s_squared=8.783 lumo_energy_ev="-0.24 / -2.18" energy_ha=-5446.315854 spin_multiplicity=6 homo_lumo_gap_ev="7.3 / 6.5" charge=0
Fe 0.903 1.199 0.154
S 7.210 -2.548 0.656
C 5.847 -1.665 0.601
S 5.273 -0.890 -0.845
C 3.833 -0.171 -0.197
C 3.607 -0.413 1.176
S 2.318 0.168 2.060
S 4.809 -1.399 1.963
S 2.862 0.740 -1.234
C 3.516 -0.257 -6.174
C 2.438 0.354 -5.318
C 2.292 1.735 -5.230
C 1.331 2.302 -4.411
C 0.511 1.470 -3.661
C 0.632 0.087 -3.734
C 1.587 -0.458 -4.569
S -0.746 2.084 -2.602
O -1.929 2.379 -3.354
O -0.904 1.140 -1.488
N -0.062 3.413 -1.927
C -1.024 4.271 -1.164
C -1.089 3.924 0.324
C 0.293 4.018 0.969
O 0.667 5.081 1.420
O 1.021 2.925 0.943
H 3.913 0.464 -6.889
H 3.140 -1.121 -6.724
H 4.345 -0.599 -5.549
H 2.947 2.382 -5.805
H 1.227 3.381 -4.381
H -0.010 -0.547 -3.133
H 1.690 -1.536 -4.625
H 0.463 3.944 -2.613
H -2.015 4.204 -1.613
H -0.676 5.294 -1.279
H -1.503 2.923 0.454
H -1.744 4.649 0.803
C -5.627 -1.681 0.572
C -4.786 -1.387 -0.496
C -3.484 -0.968 -0.258
C -3.015 -0.850 1.052
C -3.862 -1.134 2.119
C -5.166 -1.552 1.876
Sb -0.978 -0.313 1.351
C -0.211 -2.298 1.201
C -0.718 -3.339 1.974
C -0.178 -4.615 1.871
C 0.869 -4.861 0.990
C 1.369 -3.833 0.201
C 0.830 -2.556 0.307
C -1.016 -0.034 3.454
C -0.280 -0.824 4.333
C -0.251 -0.512 5.688
C -0.941 0.594 6.166
C -1.670 1.390 5.292
C -1.705 1.079 3.939
H -6.643 -2.007 0.388
H -5.146 -1.479 -1.513
H -2.837 -0.724 -1.095
H -3.510 -1.034 3.140
H -5.823 -1.776 2.709
H -1.541 -3.157 2.659
H -0.576 -5.419 2.480
H 1.294 -5.854 0.920
H 2.183 -4.021 -0.491
H 1.235 -1.760 -0.310
H 0.275 -1.679 3.966
H 0.321 -1.132 6.369
H -0.906 0.839 7.220
H -2.199 2.261 5.658
H -2.280 1.706 3.266